Below is F2In as an isolated structure at a distorted geometry, with properties calculated with ωB97M-V with the def2-TZVPD basis set.

Summary:
F_max ... 2.576 eV Å⁻¹
HOMO energy ... -17.34 eV
E ... -10591.32977 eV
Charge ... +1

Positions of all 3 atoms, in Å:
In 20.9625 -8.9028 5.0412
F 18.5458 -10.4490 4.2756
F 23.6104 -10.1850 4.8841

Per-atom Löwdin charges, elementary charge units: In 1.540; F -0.267; F -0.273



Below is an isolated ion of composition F2NO and charge +1 at a distorted geometry, with properties calculated with ωB97M-V with the def2-TZVPD basis set.

Summary:
F_max ... 3.059 eV Å⁻¹
HOMO energy ... -23.17 eV
SMILES string ... O=[N+](F)F
E ... -8956.40943 eV
Charge ... +1

Positions of all 4 atoms, in Å:
O 1.1735 -0.0010 0.0014
N 0.0696 0.0094 -0.0127
F -0.7420 -1.0135 0.0002
F -0.7324 0.9995 0.0040

Per-atom Löwdin charges, elementary charge units: O 0.507; N -0.164; F 0.315; F 0.341



Below is an isolated ion of composition F2NO3S and charge -1 at a distorted geometry, with properties calculated with ωB97M-V with the def2-TZVPD basis set.

Summary:
F_max ... 3.604 eV Å⁻¹
HOMO energy ... -5.41 eV
SMILES string ... O=S(=O)([O-])N(F)F
E ... -23900.83161 eV
Charge ... -1

Positions of all 7 atoms, in Å:
O -0.5279 -0.7436 -1.3803
S -0.6804 0.1842 -0.2364
O -0.6631 1.5630 -0.6440
O -1.7258 -0.0793 0.6795
N 0.8614 0.0396 0.8292
F 1.8626 0.3768 -0.0206
F 0.8248 -1.3691 0.6391

Per-atom Löwdin charges, elementary charge units: O -0.367; S 0.400; O -0.369; O -0.337; N -0.101; F -0.078; F -0.148



Below is a 2-piece molecular cluster, F2NOP overall at a distorted geometry, with properties calculated with ωB97M-V with the def2-TZVPD basis set.

Summary:
F_max ... 3.449 eV Å⁻¹
HOMO energy (alpha / beta) ... -10.28 / -10.28 eV
E ... -18256.98535 eV
Charge ... 0

Positions of all 5 atoms, in Å:
N 0.0688 0.1154 -0.2533
O 0.4952 -0.9817 -0.1348
F -0.2152 -0.0972 2.0243
F 0.0321 0.5366 -2.0013
P -0.7158 0.9846 0.8843

Per-atom Löwdin charges, elementary charge units: N -0.422; O 0.044; F -0.368; F -0.261; P 1.007



Below is one molecule with the formula F2O3S3 at a distorted geometry, with properties calculated with ωB97M-V with the def2-TZVPD basis set.

Summary:
F_max ... 2.898 eV Å⁻¹
HOMO energy ... -9.92 eV
E ... -44080.15759 eV
Charge ... 0

Positions of all 8 atoms, in Å:
O 1.1237 -0.9979 -1.4328
O -1.1980 -1.2830 1.1184
O 0.1122 2.2050 0.9001
F 2.6630 0.1258 0.2418
F -1.8376 -0.5226 -1.1174
S 1.1289 -0.6397 -0.0539
S -1.8060 -0.1503 0.4652
S -0.1862 1.2627 -0.1215

Per-atom Löwdin charges, elementary charge units: O -0.457; O -0.533; O -0.557; F -0.388; F -0.380; S 0.866; S 0.797; S 0.652



Below is F2V as an isolated structure at a distorted geometry, with properties calculated with ωB97M-V with the def2-TZVPD basis set.

Summary:
F_max ... 8.358 eV Å⁻¹
HOMO energy (alpha / beta) ... -18.70 / -19.24 eV
Spin multiplicity ... 3
Expectation value of S² ... 2.09
E ... -31111.08018 eV
Charge ... +1

Positions of all 3 atoms, in Å:
V 0.0911 0.9555 0.0346
F -0.1770 -0.4985 -1.4224
F 0.0859 -0.4570 1.3879

Per-atom Löwdin charges, elementary charge units: V 1.709; F -0.361; F -0.349



Below is F3H3SSi2 as an isolated structure at a distorted geometry, with properties calculated with ωB97M-V with the def2-TZVPD basis set.

Summary:
F_max ... 3.962 eV Å⁻¹
HOMO energy ... -9.28 eV
E ... -34795.05292 eV
Charge ... 0

Positions of all 9 atoms, in Å:
F -3.4711 0.4672 0.9911
F -2.9936 -1.8190 0.1888
F -3.3943 -0.2345 -1.5442
Si -0.4960 0.3965 -0.4895
Si -2.6594 -0.3026 -0.1361
S 0.7130 -1.6651 1.1245
H 0.0825 -0.5418 -1.4052
H -0.0007 1.7134 -0.6879
H 0.2192 -1.2564 2.2133

Per-atom Löwdin charges, elementary charge units: F -0.107; F -0.097; F -0.118; Si 0.648; Si 0.083; S 0.242; H -0.144; H -0.125; H -0.383



Below is F3H8HfO4Pb as an isolated structure at a distorted geometry, with properties calculated with ωB97M-V with the def2-TZVPD basis set.

Summary:
F_max ... 8.935 eV Å⁻¹
HOMO energy ... -20.15 eV
E ... -22988.32479 eV
Charge ... +3

Positions of all 17 atoms, in Å:
Pb 1.2549 -1.2518 1.5338
Hf 0.3851 -1.4868 -2.7485
F 1.6765 -2.6885 -1.0426
F 0.3015 -0.2276 -0.6635
F 3.1170 -0.0494 0.0368
O -1.4361 -1.1673 1.8401
H -1.3817 -0.2193 1.7195
H -2.1284 -1.2873 2.4901
O -2.0028 -1.1280 -2.1399
H -2.3445 -1.6810 -1.4373
H -2.7673 -0.6517 -2.4638
O 0.8598 2.7013 -0.9598
H 0.9293 2.7389 -1.9137
H 0.6559 1.7856 -0.7699
O 0.9766 1.1655 2.2903
H 0.3765 1.5530 1.6531
H 1.5277 1.8944 2.5751

Per-atom Löwdin charges, elementary charge units: Pb 1.749; Hf 2.487; F -0.486; F -0.550; F -0.402; O -0.126; H 0.027; H 0.096; O -0.045; H 0.105; H 0.128; O -0.023; H 0.040; H -0.050; O -0.111; H 0.050; H 0.112